Model w:
Molecular formula: C6H7NO2
Method: DFT, wB97M-V/def2-TZVPD

Structure (ORCA input):
```
! wB97M-V def2-TZVPD RIJCOSX def2/J DEFGRID3
* xyz 0 1
C -2.640 -0.094 0.408
O -1.673 -0.607 -0.629
C -0.400 -0.249 -0.616
C 0.425 -1.246 -0.206
C 1.945 -1.100 -0.247
C 2.394 0.193 0.001
N 1.376 1.198 0.008
C -0.016 1.230 -0.371
O -0.533 2.402 -0.378
H -3.482 -0.858 0.175
H -2.872 0.802 0.087
H -2.339 -0.469 1.340
H 0.075 -2.179 -0.371
H 2.672 -1.739 0.219
H 3.475 0.436 0.266
H 1.593 2.281 0.315
*
```

As for the highest occupied orbital energy: -8.4 eV.



Model x:
Molecular formula: C6H7NO2
Method: DFT, wB97M-V/def2-TZVPD

Structure (ORCA input):
```
! wB97M-V def2-TZVPD RIJCOSX def2/J DEFGRID3
* xyz 0 1
N -0.235 3.731 -0.254
C -0.056 2.562 -0.653
C 0.261 1.294 -0.723
C -0.785 0.260 -0.217
C -0.745 -1.340 -0.279
O 0.452 -2.029 -0.661
C 1.413 -1.790 0.430
O 0.779 -1.087 1.502
C -0.542 -0.744 1.043
H -0.943 4.135 -0.859
H 1.141 0.811 -1.094
H -1.836 0.633 -0.229
H -1.634 -1.836 -0.727
H 2.228 -1.250 0.040
H 1.699 -2.776 0.759
H -1.196 -0.574 1.923
*
```

As for the highest occupied orbital energy: -8.4 eV.



Most stable one: model w, least stable one: model x.



Model w:
Molecular formula: CH6N3
Method: DFT, wB97M-V/def2-TZVPD

Structure (ORCA input):
```
! wB97M-V def2-TZVPD RIJCOSX def2/J DEFGRID3
* xyz 1 1
N 1.028 0.793 -0.269
C -0.084 0.045 -0.023
N -0.187 -1.022 -0.746
N -0.878 0.253 0.964
H 1.215 1.469 0.445
H 1.772 0.429 -0.861
H 0.535 -0.991 -1.528
H -1.113 -1.570 -0.810
H -0.837 1.095 1.566
H -1.452 -0.501 1.262
*
```

As for the highest occupied orbital energy: -15.9 eV.



Model x:
Molecular formula: CH6N3
Method: DFT, wB97M-V/def2-TZVPD

Structure (ORCA input):
```
! wB97M-V def2-TZVPD RIJCOSX def2/J DEFGRID3
* xyz 1 1
C -1.878 0.368 -0.181
N 1.341 1.158 0.052
N 1.111 -1.101 -0.097
N 0.729 0.140 -0.094
H -1.974 1.387 -0.198
H -1.969 -0.108 0.816
H -1.999 -0.411 -0.963
H 2.335 1.430 0.097
H 0.346 -1.813 0.168
H 1.959 -1.049 0.399
*
```

As for the highest occupied orbital energy (alpha / beta): -14.1 / -15.0 eV.



Model y:
Molecular formula: CH6N3
Method: DFT, wB97M-V/def2-TZVPD

Structure (ORCA input):
```
! wB97M-V def2-TZVPD RIJCOSX def2/J DEFGRID3
* xyz 1 1
N -0.853 -0.853 0.451
C 0.015 0.031 -0.001
N 1.232 0.024 0.490
N -0.274 0.976 -0.951
H -1.724 -1.209 0.086
H -0.575 -1.301 1.315
H 1.924 0.691 0.231
H 1.576 -0.758 1.006
H -0.731 1.867 -0.818
H -0.591 0.532 -1.810
*
```

As for the highest occupied orbital energy: -15.6 eV.



Most stable one: model w, least stable one: model x.



Model w:
Molecular formula: C4H9NOS
Method: DFT, wB97M-V/def2-TZVPD

Structure (ORCA input):
```
! wB97M-V def2-TZVPD RIJCOSX def2/J DEFGRID3
* xyz 0 1
C -0.543 1.848 1.868
C -0.484 0.458 1.260
O -0.200 -0.540 1.871
N -0.796 0.433 -0.096
C -0.438 -0.764 -0.854
C 1.011 -0.733 -1.312
S 1.741 -2.384 -1.645
H -0.930 1.788 2.883
H -1.059 2.541 1.205
H 0.493 2.158 1.953
H -0.519 1.282 -0.571
H -1.091 -0.860 -1.721
H -0.591 -1.617 -0.191
H 1.152 -0.164 -2.223
H 1.625 -0.374 -0.487
H 0.629 -3.072 -1.941
*
```

As for the highest occupied orbital energy: -9.1 eV.



Model x:
Molecular formula: C4H9NOS
Method: DFT, wB97M-V/def2-TZVPD

Structure (ORCA input):
```
! wB97M-V def2-TZVPD RIJCOSX def2/J DEFGRID3
* xyz 0 1
C 1.008 -1.869 0.918
C -1.431 1.088 -0.509
C -1.996 -0.255 -0.177
C -0.838 0.245 0.554
N 2.329 1.789 -0.188
O 0.515 -0.975 -1.485
S 0.755 -0.591 -0.106
H 1.751 -2.504 0.749
H 1.081 -1.717 2.020
H -1.076 0.988 -1.528
H -1.991 1.926 -0.147
H -2.889 -0.244 0.317
H -1.958 -1.050 -0.982
H -0.645 0.430 1.536
H 2.228 1.428 -1.124
H 3.158 1.311 0.151
*
```

As for the highest occupied orbital energy (alpha / beta): -8.2 / -9.3 eV.



Most stable one: model w, least stable one: model x.



Model w:
Molecular formula: C4H9NOS
Method: DFT, wB97M-V/def2-TZVPD

Structure (ORCA input):
```
! wB97M-V def2-TZVPD RIJCOSX def2/J DEFGRID3
* xyz 0 1
C -0.427 1.873 0.303
C 0.738 1.149 0.941
C 0.384 -0.257 0.728
C 1.108 -1.012 -0.324
N -1.820 -1.609 0.006
O -1.802 -0.263 2.366
S -0.945 -1.182 1.552
H -1.202 2.013 0.883
H -0.734 1.714 -0.723
H 1.601 1.484 0.211
H 0.856 1.482 1.983
H 0.522 -1.533 -1.106
H 1.643 -1.768 0.243
H 1.878 -0.291 -0.807
H -2.612 -2.200 -0.019
H -2.058 -0.826 -0.432
*
```

As for the highest occupied orbital energy (alpha / beta): -8.1 / -8.6 eV.



Model x:
Molecular formula: C4H9NOS
Method: DFT, wB97M-V/def2-TZVPD

Structure (ORCA input):
```
! wB97M-V def2-TZVPD RIJCOSX def2/J DEFGRID3
* xyz 0 1
C 1.719 0.042 1.519
N 0.344 -0.235 1.148
C 0.068 -0.038 -0.262
C -0.377 1.401 -0.555
O -0.945 2.053 0.278
C -1.005 -1.063 -0.678
S -1.459 -0.802 -2.464
H 2.119 1.002 1.157
H 1.829 -0.013 2.601
H 2.379 -0.722 1.100
H -0.292 0.373 1.652
H 0.937 -0.309 -0.867
H -0.092 1.746 -1.561
H -0.565 -2.044 -0.627
H -1.920 -0.932 -0.138
H -2.738 -0.460 -2.304
*
```

As for the highest occupied orbital energy: -9.0 eV.



Most stable one: model x, least stable one: model w.



Model w:
Molecular formula: C4H9NOS
Method: DFT, wB97M-V/def2-TZVPD

Structure (ORCA input):
```
! wB97M-V def2-TZVPD RIJCOSX def2/J DEFGRID3
* xyz 0 1
O 0.808 2.160 1.353
C 0.572 2.428 0.136
C 0.955 1.770 -1.017
C -1.672 -0.419 0.907
C -1.452 -1.659 1.361
S 0.809 -2.555 -1.175
N 1.656 0.507 -0.964
H -0.031 3.308 -0.100
H 0.665 2.027 -2.014
H -1.698 0.560 1.469
H -1.748 -0.404 -0.297
H -0.550 -1.980 0.908
H -1.970 -2.098 2.198
H 0.308 -3.637 -0.568
H 1.285 -0.194 -0.334
H 2.064 0.188 -1.862
*
```

As for the highest occupied orbital energy: -7.8 eV.



Model x:
Molecular formula: C4H9NOS
Method: DFT, wB97M-V/def2-TZVPD

Structure (ORCA input):
```
! wB97M-V def2-TZVPD RIJCOSX def2/J DEFGRID3
* xyz 0 1
C -1.520 1.603 0.452
N -0.714 0.884 -0.579
C -0.331 -0.451 -0.126
C 0.558 -0.426 1.156
O 1.231 0.494 1.434
C 0.598 -1.068 -1.194
S 1.898 -2.197 -0.405
H -1.865 2.551 0.112
H -2.345 0.951 0.728
H -0.902 1.772 1.325
H 0.150 1.415 -0.616
H -1.249 -1.021 0.036
H 0.337 -1.230 1.879
H 0.143 -1.724 -1.925
H 1.175 -0.289 -1.684
H 2.836 -1.264 -0.593
*
```

As for the highest occupied orbital energy: -9.0 eV.



Most stable one: model x, least stable one: model w.



Model w:
Molecular formula: C4H9NOS
Method: DFT, wB97M-V/def2-TZVPD

Structure (ORCA input):
```
! wB97M-V def2-TZVPD RIJCOSX def2/J DEFGRID3
* xyz 0 1
C 3.053 1.385 -0.252
C 1.923 0.455 -0.531
O 1.896 -0.365 -1.405
N 0.896 0.521 0.437
C -0.211 -0.452 0.356
C -1.526 0.293 0.195
S -2.851 -0.996 0.565
H 3.332 1.185 0.783
H 2.691 2.422 -0.195
H 3.786 1.371 -1.048
H 0.519 1.466 0.455
H -0.247 -0.959 1.326
H -0.044 -1.181 -0.433
H -1.611 1.033 0.984
H -1.697 0.667 -0.810
H -3.532 -0.857 -0.607
*
```

As for the highest occupied orbital energy: -9.2 eV.



Model x:
Molecular formula: C4H9NOS
Method: DFT, wB97M-V/def2-TZVPD

Structure (ORCA input):
```
! wB97M-V def2-TZVPD RIJCOSX def2/J DEFGRID3
* xyz 0 1
C -0.652 1.596 1.002
C 0.058 0.387 0.358
C -0.692 -0.044 -0.922
S -2.250 -0.934 -0.615
N 1.407 0.851 -0.160
C 2.411 -0.085 0.029
O 2.437 -0.862 0.942
H 0.136 2.190 1.485
H -1.038 2.250 0.232
H -1.288 1.302 1.833
H 0.236 -0.453 1.017
H -0.056 -0.721 -1.488
H -0.864 0.861 -1.507
H -1.665 -1.609 0.350
H 1.317 1.828 -0.328
H 3.158 -0.130 -0.783
*
```

As for the highest occupied orbital energy: -9.2 eV.



Model y:
Molecular formula: C4H9NOS
Method: DFT, wB97M-V/def2-TZVPD

Structure (ORCA input):
```
! wB97M-V def2-TZVPD RIJCOSX def2/J DEFGRID3
* xyz 0 1
C 0.595 -0.313 -1.525
C 1.370 0.292 0.846
C -0.691 -1.159 0.558
C 0.222 -0.076 -0.058
N -0.747 1.473 -0.156
O -2.765 2.832 0.336
S -2.093 1.541 0.575
H 0.588 -1.428 -1.723
H -0.238 0.147 -2.189
H 1.494 0.091 -1.789
H 0.986 0.523 1.895
H 2.013 1.212 0.530
H 2.073 -0.524 0.825
H -1.099 -1.220 1.639
H -1.629 -1.384 -0.105
H -0.077 -2.005 0.341
*
```

As for the highest occupied orbital energy: -10.0 eV.



Most stable one: model w, least stable one: model y.